Entry 1:
Formula: C27H30BF4InN11O3S
Source: the Open Molecules 2025 dataset
Level of theory: ωB97M-V/def2-TZVPD

Calculated values
**Total charge**: +1
**Spin multiplicity**: 1
**HOMO-LUMO gap**: 7.1 eV

Positions of all 78 atoms, in Å:
In (-0.288, -0.342, -0.569)
N (0.442, -0.426, 2.418)
N (1.566, 0.404, 2.483)
C (2.280, 0.664, 1.376)
N (3.320, 1.476, 1.442)
N (1.897, 0.008, 0.282)
N (2.499, 0.137, -0.887)
O (1.900, -0.371, -1.819)
O (3.581, 0.654, -0.988)
H (-0.412, 0.105, 2.582)
H (0.528, -1.167, 3.112)
H (1.660, 1.056, 3.256)
H (3.528, 2.005, 2.272)
H (3.852, 1.635, 0.587)
N (-0.994, -0.458, -2.597)
C (-0.455, -0.436, -3.650)
C (-0.017, -0.365, -4.913)
C (0.051, -1.494, -5.750)
N (0.083, -2.404, -6.446)
C (0.355, 0.885, -5.449)
N (0.692, 1.886, -5.892)
F (0.938, 2.255, -0.701)
B (-0.279, 2.684, -0.166)
F (-0.411, 1.932, 1.052)
F (-0.364, 3.988, 0.069)
F (-1.283, 2.196, -1.011)
N (-2.383, -0.182, 0.216)
S (-3.236, 0.322, -1.107)
C (-4.189, -1.154, -1.485)
C (-4.545, -1.318, -2.816)
C (-5.310, -2.413, -3.182)
C (-5.716, -3.328, -2.223)
C (-5.347, -3.160, -0.898)
C (-4.579, -2.070, -0.526)
C (-4.513, 1.345, -0.363)
C (-4.811, 2.518, -1.039)
C (-5.757, 3.379, -0.509)
C (-6.391, 3.062, 0.681)
C (-6.081, 1.888, 1.348)
C (-5.137, 1.019, 0.829)
H (-2.311, 0.621, 0.832)
H (-4.228, -0.589, -3.547)
H (-5.594, -2.552, -4.215)
H (-6.331, -4.166, -2.509)
H (-5.667, -3.867, -0.151)
H (-4.296, -1.930, 0.504)
H (-4.295, 2.755, -1.956)
H (-5.994, 4.298, -1.020)
H (-7.132, 3.732, 1.090)
H (-6.578, 1.651, 2.274)
H (-4.887, 0.109, 1.350)
C (-4.832, -5.956, 2.361)
C (-3.528, -6.061, 3.142)
N (-2.531, -5.086, 2.717)
C (-2.269, -3.957, 3.578)
C (-3.427, -2.959, 3.583)
C (-1.914, -5.341, 1.552)
O (-2.199, -6.283, 0.839)
C (-0.761, -4.470, 1.115)
C (0.475, -5.093, 0.933)
C (1.516, -4.377, 0.370)
C (1.284, -3.073, -0.032)
N (0.105, -2.494, 0.125)
C (-0.897, -3.159, 0.679)
H (-5.532, -6.695, 2.741)
H (-4.650, -6.160, 1.309)
H (-5.278, -4.968, 2.456)
H (-3.107, -7.057, 2.982)
H (-3.701, -5.918, 4.208)
H (-1.359, -3.456, 3.238)
H (-2.108, -4.326, 4.597)
H (-3.654, -2.646, 2.566)
H (-3.171, -2.078, 4.168)
H (-4.320, -3.402, 4.014)
H (0.603, -6.126, 1.222)
H (2.481, -4.831, 0.218)
H (2.056, -2.486, -0.508)
H (-1.820, -2.600, 0.758)


Entry 2:
Formula: C7H11N
Source: the Open Molecules 2025 dataset
Level of theory: ωB97M-V/def2-TZVPD

Calculated values
**ΔE to the lowest compared entry with this formula, charge and spin**: 4.3 kcal per mole
**Spin multiplicity**: 1
**HOMO-LUMO gap**: 8.8 eV

Positions of all 19 atoms, in Å:
C (-1.797, 1.562, -0.935)
C (-0.569, 1.044, -0.265)
C (0.407, 1.801, 0.330)
N (1.343, 0.934, 0.843)
C (1.012, -0.351, 0.533)
C (1.886, -1.506, 0.888)
C (-0.165, -0.323, -0.180)
C (-0.959, -1.505, -0.690)
H (-2.018, 1.096, -1.891)
H (-1.777, 2.642, -1.100)
H (-2.681, 1.426, -0.300)
H (0.362, 2.835, 0.638)
H (2.149, 1.234, 1.360)
H (1.387, -2.441, 0.666)
H (2.028, -1.589, 1.980)
H (2.855, -1.427, 0.399)
H (-0.622, -2.382, -0.142)
H (-1.993, -1.356, -0.370)
H (-0.848, -1.692, -1.764)


Entry 3:
Formula: C2H4N2S4
Source: the Open Molecules 2025 dataset
Level of theory: ωB97M-V/def2-TZVPD

Calculated values
**ΔE to the lowest compared entry with this formula, charge and spin**: 70.0 kcal per mole
**Spin multiplicity**: 1
**HOMO-LUMO gap**: 6.6 eV

Positions of all 12 atoms, in Å:
C (2.621, -0.274, 0.246)
C (-2.942, 0.783, 0.123)
N (1.038, -1.825, -0.330)
N (2.164, -1.357, -0.426)
S (4.181, 0.308, 0.034)
S (1.425, 0.649, 1.073)
S (-1.340, 1.700, 0.015)
S (-0.338, -0.150, 0.297)
H (-3.737, 1.602, 0.370)
H (-2.849, -0.066, 0.786)
H (-3.094, 0.264, -0.868)
H (2.872, -1.634, -1.320)


Entry 4:
Formula: C3H7N3O
Source: the Open Molecules 2025 dataset
Level of theory: ωB97M-V/def2-TZVPD

Calculated values
**ΔE to the lowest compared entry with this formula, charge and spin**: 66.5 kcal per mole
**Spin multiplicity**: 1
**HOMO-LUMO gap**: 9.6 eV

Positions of all 14 atoms, in Å:
C (1.715, 1.062, -0.520)
N (1.580, -0.351, -0.720)
C (0.757, -1.091, -0.184)
N (0.296, -2.205, 0.209)
C (-1.191, -0.057, 0.251)
O (-1.871, -1.040, 0.762)
N (-1.922, 1.049, 0.141)
H (2.467, 1.279, 0.248)
H (0.759, 1.497, -0.189)
H (2.035, 1.542, -1.449)
H (-1.202, -1.809, 0.720)
H (1.006, -2.824, 0.585)
H (-1.528, 1.882, -0.263)
H (-2.901, 1.066, 0.410)


Entry 5:
Formula: C5H7NO
Source: the Open Molecules 2025 dataset
Level of theory: ωB97M-V/def2-TZVPD

Calculated values
**ΔE to the lowest compared entry with this formula, charge and spin**: 131.7 kcal per mole
**Spin multiplicity**: 1
**HOMO-LUMO gap**: 8.4 eV

Positions of all 14 atoms, in Å:
C (-0.581, -0.066, 0.246)
C (0.823, -0.641, -0.054)
C (1.030, -1.902, -0.748)
C (-0.772, 1.261, -0.029)
C (0.487, 2.079, -0.180)
H (-1.126, -1.455, 1.779)
H (-2.153, -0.551, 1.371)
H (1.584, -0.066, 0.356)
H (0.195, -2.510, -1.222)
H (1.992, -2.222, -1.160)
H (-1.743, 2.080, -0.240)
H (0.079, 3.058, -0.518)
N (-1.486, -0.815, 0.711)
O (1.673, 1.750, -0.312)


Entry 6:
Formula: C33H36F16N4O5S
Source: the Open Molecules 2025 dataset
Level of theory: ωB97M-V/def2-TZVPD

Calculated values
**Spin multiplicity**: 1
**HOMO-LUMO gap**: 9.7 eV

Positions of all 95 atoms, in Å:
F (-1.071, 2.713, -2.414)
C (-1.189, 2.692, -3.786)
F (-0.384, 1.749, -4.284)
C (-2.668, 2.489, -4.093)
F (-2.795, 2.296, -5.421)
F (-3.228, 3.719, -3.849)
C (-3.418, 1.529, -3.200)
O (-2.936, 0.228, -3.013)
C (-2.914, -0.630, -4.050)
F (-4.105, -0.591, -4.713)
F (-1.979, -0.300, -4.951)
C (-2.590, -2.003, -3.464)
F (-3.546, -2.404, -2.620)
F (-2.397, -2.906, -4.439)
H (-0.836, 3.675, -4.103)
H (-4.450, 1.476, -3.582)
H (-3.616, 2.035, -2.258)
H (-1.646, -1.838, -2.922)
F (-2.754, -2.869, 4.577)
C (-1.606, -2.176, 4.376)
F (-1.497, -1.242, 5.343)
C (-0.435, -3.152, 4.274)
F (-0.179, -3.715, 5.474)
F (0.675, -2.464, 3.904)
C (-0.746, -4.244, 3.263)
O (-1.120, -3.639, 2.038)
C (-1.972, -4.348, 1.261)
F (-1.384, -5.519, 0.888)
F (-3.098, -4.667, 1.926)
C (-2.236, -3.520, -0.001)
F (-2.647, -4.263, -1.039)
F (-3.154, -2.570, 0.261)
H (-1.675, -1.653, 3.418)
H (-1.542, -4.843, 3.701)
H (0.174, -4.815, 3.120)
H (-1.283, -3.049, -0.259)
C (0.508, 3.265, 0.948)
C (-0.257, 3.740, 2.175)
O (0.218, 3.253, 3.438)
S (0.396, 1.696, 3.627)
C (0.324, 1.591, 5.378)
O (-0.752, 1.042, 3.062)
O (1.690, 1.293, 3.195)
H (0.701, 2.193, 1.010)
H (1.461, 3.783, 0.855)
H (-0.060, 3.413, 0.030)
H (-0.158, 4.825, 2.232)
H (-1.330, 3.571, 2.067)
H (0.892, 2.409, 5.821)
H (0.593, 0.598, 5.708)
H (-0.696, 1.885, 5.641)
C (-5.738, 1.107, 1.264)
C (-4.362, 1.255, 1.129)
C (-3.524, 0.371, 1.787)
N (-3.996, -0.617, 2.539)
C (-5.307, -0.773, 2.674)
C (-6.212, 0.065, 2.029)
H (-6.412, 1.847, 0.852)
H (-3.973, 2.110, 0.587)
H (-2.443, 0.430, 1.734)
H (-5.625, -1.531, 3.379)
H (-7.271, -0.161, 2.066)
C (0.154, -0.750, -0.014)
C (-0.228, -0.199, -1.230)
C (0.253, -0.802, -2.383)
N (1.058, -1.861, -2.383)
C (1.491, -2.292, -1.192)
C (1.111, -1.750, 0.031)
H (-0.199, -0.256, 0.888)
H (-0.865, 0.671, -1.211)
H (0.094, -0.281, -3.323)
H (2.278, -3.040, -1.235)
H (1.499, -2.241, 0.912)
C (4.928, -0.222, 0.416)
C (5.044, 0.799, 1.341)
C (6.274, 1.449, 1.423)
N (7.314, 1.171, 0.654)
C (7.220, 0.147, -0.187)
C (6.042, -0.567, -0.329)
H (3.988, -0.749, 0.301)
H (4.184, 1.134, 1.908)
H (6.337, 2.322, 2.068)
H (8.099, 0.000, -0.799)
H (6.010, -1.413, -1.008)
C (3.818, 0.647, -3.228)
C (4.537, 0.336, -4.367)
C (5.552, 1.216, -4.717)
N (5.855, 2.308, -4.031)
C (5.141, 2.579, -2.944)
C (4.079, 1.798, -2.519)
H (3.054, -0.009, -2.823)
H (4.363, -0.581, -4.912)
H (6.030, 1.064, -5.681)
H (5.495, 3.454, -2.410)
H (3.567, 2.074, -1.607)


Entry 7:
Formula: C4H4O2
Source: the Open Molecules 2025 dataset
Level of theory: ωB97M-V/def2-TZVPD

Calculated values
**ΔE to the lowest compared entry with this formula, charge and spin**: 62.0 kcal per mole
**Spin multiplicity**: 1
**HOMO-LUMO gap**: 9.6 eV

Positions of all 10 atoms, in Å:
O (-2.172, -0.211, 0.048)
C (-0.770, 0.111, -0.048)
C (0.188, -1.089, -0.135)
C (1.486, -0.680, 0.030)
O (1.496, 0.654, 0.024)
C (0.140, 1.124, -0.053)
H (-2.630, 0.577, 0.418)
H (-0.244, -2.031, -0.096)
H (2.505, -1.020, 0.497)
H (-0.494, 2.142, -0.157)


Entry 8:
Formula: C12H24O2S
Source: the Open Molecules 2025 dataset
Level of theory: ωB97M-V/def2-TZVPD

Calculated values
**Spin multiplicity**: 1
**HOMO-LUMO gap**: 9.3 eV

Positions of all 39 atoms, in Å:
C (-3.053, -2.420, 1.105)
C (-3.578, -1.953, -0.272)
C (-5.102, -2.180, -0.369)
C (-3.225, -0.482, -0.579)
C (-1.721, -0.254, -0.537)
S (-1.325, 1.491, -1.053)
C (0.496, 1.320, -1.192)
C (1.152, 1.258, 0.237)
C (1.289, 2.677, 0.811)
C (2.533, 0.509, 0.099)
C (2.286, -0.949, -0.179)
O (3.329, 0.592, 1.304)
C (4.444, 1.466, 1.061)
C (4.597, 1.410, -0.472)
O (3.301, 1.078, -0.945)
H (-1.988, -2.307, 1.256)
H (-3.578, -1.912, 1.939)
H (-3.254, -3.505, 1.216)
H (-3.091, -2.577, -1.008)
H (-5.460, -2.112, -1.439)
H (-5.301, -3.213, -0.084)
H (-5.609, -1.484, 0.286)
H (-3.687, 0.215, 0.119)
H (-3.585, -0.264, -1.580)
H (-1.334, -0.425, 0.494)
H (-1.198, -0.941, -1.193)
H (0.742, 0.468, -1.788)
H (0.921, 2.189, -1.715)
H (0.545, 0.642, 0.899)
H (1.568, 2.679, 1.860)
H (2.046, 3.257, 0.254)
H (0.347, 3.202, 0.699)
H (3.165, -1.540, 0.136)
H (2.077, -1.107, -1.233)
H (1.442, -1.353, 0.413)
H (4.220, 2.499, 1.420)
H (5.318, 1.039, 1.604)
H (4.955, 2.393, -0.856)
H (5.316, 0.593, -0.719)


Entry 9:
Formula: C18H29MoN2O2P2
Source: the Open Molecules 2025 dataset
Level of theory: ωB97M-V/def2-TZVPD

Calculated values
**Total charge**: +1
**ΔE to the lowest compared entry with this formula, charge and spin**: 0.0 kcal per mole
**Spin multiplicity**: 3
**HOMO-LUMO gap (alpha / beta)**: 6.7 / 6.4 eV

Positions of all 54 atoms, in Å:
C (-0.912, 3.117, -2.644)
C (-0.935, 2.027, -1.762)
N (0.159, 1.682, -1.017)
C (1.286, 2.404, -1.152)
C (1.373, 3.512, -2.004)
C (0.250, 3.873, -2.757)
C (-2.319, 1.660, -1.300)
P (-2.334, 0.265, -0.027)
Mo (0.058, 0.206, 0.573)
P (2.423, 0.349, 0.465)
C (2.494, 2.014, -0.368)
C (0.235, -1.702, 1.817)
C (-0.055, -1.515, 3.186)
C (-0.128, -2.507, 4.176)
C (0.037, -3.832, 3.739)
C (0.257, -4.073, 2.370)
C (0.358, -3.038, 1.420)
O (-1.843, -1.892, -4.893)
O (1.908, -0.932, -3.037)
H (-1.853, 3.349, -3.183)
H (2.295, 4.095, -2.008)
H (0.279, 4.743, -3.414)
C (-3.411, 1.125, 1.184)
C (-3.311, -1.182, -0.582)
H (3.343, 1.988, -1.057)
H (2.697, 2.748, 0.422)
H (-2.995, 1.537, -2.159)
H (-2.632, 2.536, -0.708)
C (3.391, 0.522, 1.964)
C (3.455, -0.728, -0.553)
H (-0.780, -0.019, 4.457)
H (-0.336, -2.234, 5.229)
H (-0.008, -4.662, 4.462)
H (0.348, -5.098, 2.010)
H (0.529, -3.204, 0.362)
H (-0.985, -1.065, 0.026)
H (1.200, -1.569, -2.831)
H (-2.564, -1.874, -4.219)
H (-2.026, -1.036, -5.343)
H (1.526, -0.246, -3.639)
H (-4.344, 1.503, 0.722)
H (-3.671, 0.507, 2.044)
H (-2.891, 2.001, 1.589)
H (-4.391, -1.034, -0.476)
H (-3.060, -1.471, -1.608)
H (-2.995, -2.023, 0.048)
H (4.460, -0.303, -0.696)
H (3.536, -1.704, -0.054)
H (2.995, -0.877, -1.545)
H (4.424, 0.832, 1.773)
H (2.910, 1.238, 2.631)
H (3.397, -0.451, 2.460)
N (-0.456, -0.190, 3.483)
C (-0.386, 0.624, 2.424)